[1]
Formula: C20H19IrN5O4S2
Source: OMol25
Level of theory: the ωB97M-V functional and the def2-TZVPD basis

## Properties
**Kohn-Sham gap (alpha / beta)**: 8.16 / 5.11 eV
**LUMO energy (alpha / beta)**: -5.809 / -8.858 eV
**HOMO energy (alpha / beta)**: -13.97 / -13.97 eV

The geometry in ORCA input format:
```
! RIJCOSX wB97M-V def2-TZVPD def2/J DEFGRID3
* xyz 2 2
Ir 1.280 0.255 -0.746
N 2.785 -1.137 -1.143
C 2.325 -2.152 -2.089
C 3.112 -3.164 -2.553
C 2.581 -4.101 -3.466
C 1.285 -4.001 -3.887
C 0.455 -2.958 -3.415
C -0.892 -2.780 -3.810
C -1.609 -1.734 -3.306
C -1.003 -0.849 -2.400
N 0.251 -0.985 -2.013
C 0.992 -2.030 -2.508
H 3.016 -1.589 -0.258
H 3.636 -0.701 -1.495
H 4.142 -3.253 -2.228
H 3.213 -4.898 -3.830
H 0.878 -4.718 -4.588
H -1.337 -3.474 -4.511
H -2.637 -1.562 -3.591
H -1.544 -0.004 -1.995
C 0.983 -2.659 2.194
O 1.444 -1.806 1.114
C 0.601 -0.835 0.741
O -0.479 -0.658 1.233
H 1.779 -3.379 2.353
H 0.063 -3.157 1.900
H 0.817 -2.062 3.086
N -4.175 2.015 4.647
C -3.501 2.145 3.516
C -2.810 3.367 3.237
C -2.141 3.505 2.057
C -2.133 2.443 1.135
C -2.797 1.228 1.399
C -3.473 1.072 2.569
S -1.330 2.683 -0.440
O -2.096 1.932 -1.384
O -1.137 4.095 -0.551
N 0.105 1.973 -0.299
C 1.185 2.615 0.252
S 1.534 4.191 0.798
C 3.148 3.671 1.161
C 3.337 2.376 0.841
N 2.208 1.779 0.323
H -4.220 2.764 5.324
H -4.684 1.169 4.863
H -2.848 4.175 3.957
H -1.646 4.432 1.803
H -2.773 0.437 0.666
H -4.003 0.155 2.793
H 3.861 4.360 1.582
H 4.249 1.814 0.961
*
```

[2]
Formula: C20H19MoN5O2
Source: OMol25
Level of theory: the ωB97M-V functional and the def2-TZVPD basis

## Properties
**Kohn-Sham gap (alpha / beta)**: 3.66 / 4.28 eV
**LUMO energy (alpha / beta)**: -17.500 / -17.018 eV
**HOMO energy (alpha / beta)**: -21.16 / -21.30 eV

The geometry in ORCA input format:
```
! RIJCOSX wB97M-V def2-TZVPD def2/J DEFGRID3
* xyz 4 3
N -0.047 1.858 -0.395
C 0.080 3.016 -0.391
C 0.252 4.442 -0.416
H -0.730 4.935 -0.476
H 0.862 4.725 -1.289
H 0.767 4.766 0.503
N 1.867 -1.216 -1.105
C 2.837 -1.847 -1.227
C 4.036 -2.628 -1.242
H 4.730 -2.195 -1.974
H 3.786 -3.657 -1.537
H 4.494 -2.625 -0.239
N -1.719 -0.709 -0.393
C -2.728 -1.292 -0.385
C -3.963 -2.024 -0.413
H -3.910 -2.859 0.305
H -4.136 -2.427 -1.423
H -4.796 -1.358 -0.135
Mo 0.357 -0.233 0.031
C 0.341 -2.084 0.835
O 0.352 -3.163 1.281
C 2.044 0.531 0.834
O 3.037 0.956 1.278
C 0.608 1.273 -3.261
C -0.778 1.335 -3.092
C -1.536 0.166 -3.093
C -0.912 -1.074 -3.261
C 0.469 -1.137 -3.432
C 1.230 0.038 -3.434
H 1.207 2.187 -3.279
H -1.283 2.300 -2.989
H -2.623 0.233 -2.993
H -1.502 -1.994 -3.278
H 0.946 -2.107 -3.585
H 2.310 0.000 -3.588
N 0.271 -0.177 7.244
C -0.100 0.065 6.160
C -0.464 0.302 4.787
C -1.266 -0.610 4.092
C -1.243 -0.581 2.702
N -0.422 0.275 2.042
C 0.027 1.372 2.701
C 0.045 1.404 4.092
H -1.841 -1.378 4.616
H -1.861 -1.255 2.103
H 0.393 2.210 2.103
H 0.514 2.241 4.616
*
```